Entry from the OMol25 dataset: an isolated molecule of C5H11N in a non-equilibrium geometry (wB97M-V/def2-TZVPD).

Each line ends with the Löwdin charge.
Geometry (Å):
C: 1.131 -0.200 2.028  -0.1325
C: -0.221 0.440 1.421  -0.2308
C: -0.346 -0.133 0.043  -0.3672
C: 0.780 0.052 -1.009  -0.0912
C: -1.419 0.030 -2.051  -0.1192
H: 2.108 0.254 1.389  0.1019
H: 1.346 -1.422 1.886  0.1156
H: 1.132 0.186 3.118  0.0669
H: -1.066 0.329 2.012  0.0724
H: 0.003 1.489 1.447  0.0967
H: -0.781 -1.191 0.224  0.1671
H: 1.629 0.683 -0.664  0.0949
H: 1.034 -0.738 -1.724  0.0952
H: -2.414 -0.166 -1.731  0.0633
H: -1.449 0.553 -3.022  0.0793
H: -0.903 -0.939 -2.278  0.0770
N: -0.563 0.773 -1.088  -0.0893

Calculated values
- SMILES string: CC[C@@H]1CN1C
- HOMO: -0.33984 hartree
- Net charge: 0

---

Entry from the OMol25 dataset: a cluster of 3 separate species, C6H21N2O2 in total in a non-equilibrium geometry (wB97M-V/def2-TZVPD).

Each line ends with the Löwdin charge.
Geometry (Å):
C: -1.357 -1.468 -2.055  -0.2310
N: -0.289 -0.417 -2.041  -0.0842
C: -0.003 0.293 -0.774  -0.2630
C: -0.719 1.631 -0.598  -0.1984
C: -0.228 2.277 0.704  -0.2522
C: 1.055 3.096 0.416  -0.0931
C: -1.255 -2.368 -0.875  -0.2870
N: 0.102 -3.017 -0.792  0.0559
H: -2.322 -0.936 -2.021  0.1127
H: -1.329 -1.835 -3.076  0.1085
H: -0.378 0.229 -2.809  0.1003
H: -0.175 -0.402 0.037  0.0755
H: 1.058 0.503 -0.894  0.1023
H: -1.802 1.481 -0.593  0.1096
H: -0.477 2.230 -1.478  0.1109
H: -1.017 2.895 1.129  0.1016
H: -0.065 1.539 1.494  0.0790
H: 0.736 4.016 -0.068  0.0737
H: 1.685 2.490 -0.222  0.0585
H: 1.580 3.345 1.329  0.0673
H: -1.464 -1.834 0.035  0.0869
H: -1.994 -3.169 -0.852  0.0778
H: 0.432 -3.093 0.192  0.0510
H: 0.005 -4.039 -1.131  0.0259
H: 0.788 -2.424 -1.290  0.0883
H: 0.722 -0.142 3.349  -0.0041
H: -0.332 0.378 4.287  0.0344
O: 0.578 0.536 4.020  -0.0707
H: 2.805 -0.870 1.886  0.0475
H: 1.730 -0.018 1.188  0.0066
O: 1.930 -0.906 1.503  -0.0904

Calculated values
- HOMO (spin up / spin down): -0.12138 / -0.33295 hartree
- Multiplicity: 2
- Net charge: 0
- Expectation value of S²: 0.75

---

Entry from the OMol25 dataset: a cluster of 5 separate species, CH12O4S2 in total in a non-equilibrium geometry (wB97M-V/def2-TZVPD).

Each line ends with the Löwdin charge.
Geometry (Å):
C: -1.660 2.925 -0.131  -0.5762
S: -1.318 1.309 0.618  0.1000
S: -2.552 -0.042 -0.439  -0.1662
H: -0.684 3.533 -0.105  0.0299
H: -2.418 3.528 0.397  0.0057
H: -1.986 2.801 -1.145  -0.0160
H: -1.411 -0.586 -1.314  -0.1857
H: 1.919 0.079 3.132  0.0826
H: 2.216 0.020 1.553  0.0228
O: 2.347 -0.532 2.405  -0.1750
H: 1.220 0.759 -0.669  0.0204
H: 2.780 0.550 -0.837  0.0238
O: 2.113 0.974 -0.294  -0.1039
H: 1.893 -2.601 -3.302  0.0402
H: 2.047 -2.527 -1.872  -0.0212
O: 2.268 -2.029 -2.625  -0.0394
H: 1.737 -2.762 1.347  0.0549
H: 1.108 -2.473 0.002  -0.0233
O: 1.204 -3.181 0.607  -0.0735

Calculated values
- HOMO (spin up / spin down): 0.00833 / -0.15603 hartree
- Multiplicity: 2
- Net charge: -1
- Expectation value of S²: 0.75

---

Entry from the OMol25 dataset: a structure of composition C37H86NO16Zn2 in a non-equilibrium geometry (wB97M-V/def2-TZVPD).

Each line ends with the Löwdin charge.
Geometry (Å):
Zn: 1.004 -2.144 0.341  0.7070
Zn: -0.715 5.153 -2.048  0.9885
C: 2.314 -3.680 3.414  -0.0247
C: 0.902 -4.218 3.713  -0.4788
C: 0.554 -3.504 5.063  -0.1452
C: -0.904 -3.491 5.429  -0.1800
C: -1.837 -2.941 4.359  -0.1370
C: -1.500 -3.614 2.982  -0.4926
N: -0.074 -3.681 2.748  -0.1829
O: 0.280 -3.857 1.378  -0.2457
C: -2.123 -2.574 1.999  -0.0407
C: -2.196 -4.970 2.895  -0.0288
C: 0.846 -5.711 3.942  -0.0283
H: 2.699 -3.900 2.424  0.0499
H: 3.001 -4.158 4.120  0.0935
H: 2.368 -2.610 3.591  0.0517
H: 1.024 -2.525 5.210  0.0976
H: 1.079 -4.037 5.868  0.1231
H: -1.067 -2.984 6.383  0.1156
H: -1.303 -4.510 5.458  0.1029
H: -1.883 -1.850 4.327  0.1080
H: -2.844 -3.308 4.561  0.1115
H: -3.193 -2.506 2.209  0.0878
H: -2.070 -2.889 0.953  0.0672
H: -1.637 -1.600 2.032  0.0550
H: -2.204 -5.456 1.922  0.0879
H: -3.246 -4.954 3.226  0.0828
H: -1.901 -5.668 3.682  0.0640
H: 0.722 -6.248 2.999  0.0910
H: -0.035 -5.991 4.519  0.0626
H: 1.712 -6.095 4.483  0.0842
C: -1.323 1.289 -0.670  0.0602
C: -0.386 0.257 -0.576  -0.2791
C: 1.068 0.462 -0.943  -0.2953
O: 1.980 -0.368 -0.613  -0.0130
C: 1.418 1.693 -1.442  0.0429
C: 0.484 2.766 -1.564  -0.2754
C: -0.966 2.555 -1.112  -0.3040
O: -1.700 3.585 -1.200  -0.1045
O: 0.783 3.895 -2.029  -0.0697
O: -0.779 -0.876 -0.228  0.0120
H: -2.370 1.132 -0.447  0.1309
H: 2.435 2.031 -1.597  0.1215
C: 4.610 -0.928 -3.413  -0.0983
C: 6.016 -0.869 -2.958  -0.3361
O: 6.926 -1.164 -4.014  -0.0648
H: 3.802 -0.578 -2.768  0.0579
H: 4.286 -1.909 -3.773  0.0743
H: 4.515 -0.293 -4.304  0.0830
H: 6.213 -1.567 -2.135  0.1047
H: 6.250 0.119 -2.545  0.1136
H: 7.667 -1.643 -3.640  0.0809
C: -2.390 2.198 2.960  -0.0600
C: -2.337 3.597 2.345  -0.2796
O: -1.007 3.825 1.861  -0.0923
H: -2.219 1.494 2.143  0.0627
H: -3.369 1.953 3.360  0.0525
H: -1.647 2.056 3.742  0.0771
H: -2.756 4.374 2.992  0.1139
H: -2.894 3.698 1.405  0.0846
H: -0.937 4.637 1.360  0.0612
C: -1.230 -1.365 -4.206  -0.0770
C: -2.420 -1.513 -3.240  -0.2491
O: -1.937 -2.433 -2.243  -0.1023
H: -0.930 -2.285 -4.712  0.0783
H: -0.381 -0.856 -3.753  0.0653
H: -1.533 -0.820 -5.113  0.0680
H: -3.293 -2.012 -3.664  0.1155
H: -2.757 -0.528 -2.910  0.0998
H: -1.869 -1.972 -1.390  0.0547
C: 2.197 0.082 3.645  -0.0544
C: 1.110 0.143 2.552  -0.2197
O: 0.810 -1.200 2.144  -0.1447
H: 2.245 1.092 4.057  0.0775
H: 3.109 -0.265 3.161  0.0758
H: 1.936 -0.596 4.456  0.0617
H: 1.468 0.749 1.727  0.0924
H: 0.212 0.537 3.034  0.1104
H: 0.347 -1.696 2.850  0.0844
C: 2.752 6.116 -3.666  -0.0517
C: 1.347 6.542 -4.101  -0.1928
O: 0.537 6.585 -2.878  -0.1318
H: 3.417 5.975 -4.518  0.0907
H: 2.636 5.173 -3.134  0.0630
H: 3.230 6.808 -2.974  0.0868
H: 0.867 5.858 -4.789  0.1082
H: 1.362 7.575 -4.447  0.1267
H: 0.748 7.407 -2.421  0.1208
C: 3.317 2.986 1.406  -0.0690
C: 4.425 2.436 0.521  -0.3020
O: 4.375 1.011 0.455  -0.0862
H: 3.185 2.410 2.318  0.0603
H: 2.399 2.908 0.815  0.0534
H: 3.510 4.023 1.685  0.0791
H: 5.374 2.702 0.991  0.1123
H: 4.424 2.897 -0.471  0.1036
H: 3.602 0.766 -0.080  0.0318
C: 5.149 -3.386 0.915  -0.0576
C: 4.140 -2.339 0.429  -0.2098
O: 2.836 -2.981 0.373  -0.1549
H: 6.079 -2.863 1.164  0.0845
H: 5.446 -4.157 0.203  0.0818
H: 4.876 -3.870 1.851  0.0710
H: 4.385 -2.076 -0.600  0.0965
H: 4.096 -1.503 1.118  0.1074
H: 2.919 -3.891 0.070  0.1140
C: -2.458 2.411 -4.691  -0.0405
C: -2.461 3.914 -4.396  -0.2283
O: -1.123 4.274 -3.969  -0.1366
H: -1.744 2.205 -5.490  0.0852
H: -3.422 2.152 -5.131  0.0946
H: -2.250 1.886 -3.762  0.0676
H: -3.210 4.302 -3.706  0.1114
H: -2.638 4.532 -5.284  0.1210
H: -0.468 4.010 -4.621  0.1097
C: -6.424 4.494 -1.070  -0.0826
C: -5.120 4.074 -0.464  -0.3306
O: -4.483 3.188 -1.394  -0.1025
H: -6.918 5.284 -0.500  0.0811
H: -7.070 3.643 -1.274  0.0815
H: -6.191 5.036 -1.990  0.0747
H: -5.114 3.686 0.557  0.0921
H: -4.518 4.991 -0.366  0.1056
H: -3.528 3.347 -1.369  0.0148
C: 1.501 -4.621 -3.249  -0.0448
C: 1.670 -3.275 -2.543  -0.2719
O: 0.684 -3.076 -1.523  -0.1134
H: 2.030 -4.633 -4.200  0.0799
H: 0.417 -4.706 -3.374  0.0808
H: 1.773 -5.500 -2.666  0.0805
H: 1.601 -2.443 -3.246  0.1099
H: 2.627 -3.242 -2.022  0.0949
H: -0.139 -2.914 -2.033  0.0683
C: -5.548 0.789 2.265  -0.0778
C: -5.564 0.195 0.859  -0.3066
O: -6.353 -0.990 0.871  -0.0753
H: -6.398 0.449 2.861  0.0824
H: -5.425 1.869 2.271  0.0567
H: -4.757 0.318 2.854  0.0603
H: -4.536 -0.115 0.639  0.0952
H: -5.888 0.889 0.081  0.0998
H: -6.221 -1.498 0.067  0.0808

Calculated values
- HOMO: -0.28771 hartree
- Net charge: +1

---

| no. | energy (eV) |
| --- | --- |
| 1 | -6850.5371 |
| 2 | -13634.1998 |
| 3 | -31091.1567 |
| 4 | -170840.8251 |